Here is the molecule C6H10O at a distorted geometry from the OMol25 dataset. Energies are from ωB97M-V/def2-TZVPD.

Results
- structure (SMILES) = O[C@@H]1C=CCCC1
- LUMO (Ha) = 0.0373
- calculated total energy (eV) = -8430.3814
- HOMO energy (eV) = -9.552
- F_max (eV/A) = 1.63
- orbital gap (eV) = 10.6
- energy relative to the best compared isomer or geometry (same formula, charge and spin) (eV) = 0.859

```
! RIJCOSX wB97M-V def2-TZVPD def2/J DEFGRID3
* xyz 0 1
O 0.36021 -1.94409 0.69149
C -0.56648 -1.27757 -0.16153
C -1.15719 -0.21870 0.73012
C 0.18900 0.67547 1.15258
C 0.60858 1.44476 -0.11323
C 0.60201 0.56858 -1.34200
C 0.05194 -0.64649 -1.38161
H 1.27041 -1.76584 0.44793
H -1.24990 -2.07935 -0.44648
H -1.72839 -0.71952 1.53603
H -1.90982 0.40659 0.19985
H 1.12883 0.24111 1.58914
H -0.17424 1.32286 1.94139
H -0.11898 2.24910 -0.26464
H 1.59131 1.94173 -0.04403
H 1.05204 0.98753 -2.24191
H 0.04539 -1.22063 -2.30333
*
```


Here is a 3-piece molecular cluster, C12H20F4N2O9S2 overall from the OMol25 dataset. Energies are from ωB97M-V/def2-TZVPD.

Results
- structure (SMILES) = O=S(=O)(F)N(C[C@H](O)C(F)(F)F)N=C=S.CCOC(=O)OC.CCOC(=O)OC
- LUMO (Ha) = -0.0241
- calculated total energy (eV) = -66715.1082
- HOMO energy (eV) = -10.348
- F_max (eV/A) = 0.63
- orbital gap (eV) = 9.7

```
! RIJCOSX wB97M-V def2-TZVPD def2/J DEFGRID3
* xyz 0 1
O -1.84678 -4.07640 1.05895
S -2.51380 -3.99765 -0.18200
O -3.50125 -4.90136 -0.62735
F -3.17109 -2.56997 -0.21958
N -1.36687 -3.81971 -1.35165
C -0.34660 -2.77604 -1.12766
C 1.02747 -3.39313 -0.88963
O 1.02058 -4.19396 0.26465
C 2.06003 -2.28427 -0.78371
F 1.83165 -1.49475 0.27146
F 3.29555 -2.79410 -0.63658
F 2.07159 -1.51771 -1.88061
N -1.90557 -3.81895 -2.67440
C -2.65543 -2.95497 -3.10353
S -3.57718 -1.84793 -3.66320
H -0.29052 -2.16477 -2.02575
H -0.62420 -2.12264 -0.29867
H 1.29164 -4.00403 -1.75926
H 1.81572 -4.05147 0.78655
C -2.65083 2.73862 3.31055
C -1.32469 2.45857 3.98177
O -1.24871 1.11441 4.48922
C -1.01577 0.17208 3.57761
O -0.81866 0.35740 2.40201
O -1.00406 -1.00951 4.18797
C -0.77306 -2.11544 3.30478
H -3.47439 2.53305 3.99511
H -2.69791 3.78728 3.01578
H -2.77411 2.12397 2.42059
H -1.19610 3.08229 4.86411
H -0.48767 2.63405 3.30636
H 0.14533 -1.96294 2.74072
H -1.60695 -2.23572 2.62143
H -0.68803 -2.99277 3.93805
C 3.05786 1.84756 -0.64370
C 3.38384 2.10850 -2.09650
O 2.20118 2.36387 -2.87632
C 1.68457 3.58325 -2.74576
O 2.14031 4.48497 -2.09114
O 0.58358 3.65086 -3.49585
C -0.08991 4.91246 -3.44231
H 2.34384 1.02802 -0.56128
H 3.96381 1.57360 -0.10225
H 2.62873 2.72911 -0.17070
H 3.82336 1.22703 -2.55968
H 4.07935 2.93950 -2.21250
H 0.58858 5.72196 -3.70229
H -0.49395 5.08410 -2.44597
H -0.89447 4.84369 -4.16780
*
```


Here is an isolated ion of composition C4H4N5O3 and charge +1 at a distorted geometry from the OMol25 dataset. Energies are from ωB97M-V/def2-TZVPD.

Results
- structure (SMILES) = Cn1[nH]c([N+](=O)[O-])c([N+]#N)c1=O
- LUMO (alpha / beta) (Ha) = -0.2389 / -0.2389
- calculated total energy (eV) = -17791.1027
- HOMO energy (alpha / beta) (eV) = -14.442 / -14.441
- F_max (eV/A) = 7.11
- orbital gap (alpha / beta) (eV) = 7.9 / 7.9
- energy relative to the best compared isomer or geometry (same formula, charge and spin) (eV) = 0.000

```
! RIJCOSX wB97M-V def2-TZVPD def2/J DEFGRID3
* xyz 1 1
C 1.17552 -0.93528 0.19513
C 1.02031 0.74776 -0.14859
C -0.18138 -1.37600 0.13936
C -2.44005 -0.20073 0.02747
N 3.06444 -2.42822 0.06596
N 2.23622 -1.65347 0.10757
N -0.28717 0.89486 -0.16844
N -1.02189 -0.21449 -0.01500
N 1.88865 1.91922 -0.04200
O 1.34180 2.86804 -0.53089
O -0.66215 -2.48612 0.22186
O 2.99047 1.77616 0.37065
H -2.95496 0.62572 0.45766
H -2.90065 -0.34048 -0.99977
H -2.59918 -1.13038 0.59320
H -0.66999 1.93342 -0.27417
*
```


Here is a 3-piece molecular cluster, C38H60FN4O7PS2 overall at a distorted geometry from the OMol25 dataset. Energies are from ωB97M-V/def2-TZVPD.

Results
- structure (SMILES) = CC[C@@H](F)[C@@]1(CCCSC(=S)n2ccnc2)NC(=O)[C@@](CCCCOC(C)=O)(COO)[C@@]1(c1ccccn1)P(CC)CC.C1CCOC1.C1CCOC1
- LUMO (Ha) = -0.0200
- calculated total energy (eV) = -94344.1241
- HOMO energy (eV) = -7.723
- F_max (eV/A) = 2.28
- orbital gap (eV) = 7.2

```
! RIJCOSX wB97M-V def2-TZVPD def2/J DEFGRID3
* xyz 0 1
C -2.28569 -2.24841 3.74839
C -1.30078 -1.73081 2.68271
C -2.04946 -1.28158 1.45493
F -2.98004 -0.29005 1.85602
C -1.23081 -0.75999 0.22868
C -1.75776 0.62382 -0.18155
C -1.26382 1.86431 0.58656
C -0.94925 1.74708 2.07271
S -0.33640 3.37806 2.63384
C -1.03231 3.68117 4.18248
S -0.59548 5.00658 5.00301
N -1.97347 2.75608 4.69691
C -1.70116 1.50483 5.20594
C -2.90892 1.00316 5.57648
N -3.91621 1.89053 5.30158
C -3.32619 2.92881 4.78114
N 0.20955 -0.73781 0.62763
C 0.99451 -1.49285 -0.27934
O 2.09179 -1.91557 -0.01470
C 0.23911 -1.60593 -1.58731
C 0.55777 -0.22048 -2.23948
C 2.04524 -0.03523 -2.59599
C 2.62721 1.28787 -2.08015
C 4.10483 1.18722 -1.77917
O 4.82970 0.85516 -2.97172
C 5.84606 -0.04932 -2.80731
C 5.40883 -1.48538 -2.78670
O 6.99181 0.30480 -2.73636
C 0.79587 -2.68437 -2.49688
O 0.56088 -2.37331 -3.86941
O 1.53670 -3.14655 -4.58934
C -1.20453 -1.80144 -1.00014
C -2.35138 -1.53530 -1.97031
C -3.66754 -1.53131 -1.49814
C -4.69952 -1.30037 -2.38177
C -4.39742 -1.06266 -3.70964
C -3.06695 -1.06927 -4.08528
N -2.06636 -1.30607 -3.24459
P -1.54082 -3.57463 -0.46322
C -2.31180 -4.62402 -1.74340
C -1.75161 -4.70326 -3.17619
C -0.14325 -4.43617 0.35168
C 0.86478 -5.25886 -0.47883
H -3.18547 -2.65791 3.28930
H -2.58415 -1.44005 4.41170
H -1.81108 -3.01912 4.35298
H -0.72933 -0.90967 3.11392
H -0.63544 -2.54695 2.40873
H -2.64630 -2.12949 1.13126
H -2.84312 0.62002 -0.19221
H -1.48185 0.78951 -1.21916
H -2.02893 2.63528 0.48439
H -0.38645 2.26945 0.06786
H -1.82644 1.51089 2.66689
H -0.16284 1.03730 2.31542
H -0.71370 1.08161 5.26978
H -3.09023 0.04774 6.03999
H -3.80248 3.83783 4.45312
H 0.63970 0.17834 0.67357
H -0.05653 -0.06836 -3.11885
H 0.29961 0.58303 -1.56044
H 2.65653 -0.83431 -2.17946
H 2.14800 -0.05579 -3.67938
H 2.44693 2.08217 -2.80507
H 2.14422 1.57327 -1.13903
H 4.49374 2.12687 -1.38168
H 4.26563 0.41515 -1.01969
H 6.28498 -2.12019 -2.69717
H 4.86143 -1.73577 -3.69490
H 4.74336 -1.68429 -1.94432
H 0.38789 -3.66829 -2.28208
H 1.87537 -2.75052 -2.35551
H 0.96555 -3.68092 -5.15648
H -3.87081 -1.72291 -0.45567
H -5.72447 -1.30767 -2.03730
H -5.17305 -0.87208 -4.43788
H -2.79545 -0.87267 -5.11512
H -2.26874 -5.62426 -1.30140
H -3.37091 -4.37935 -1.78011
H -2.52237 -5.04695 -3.86738
H -1.36374 -3.75168 -3.53047
H -0.93676 -5.42831 -3.23274
H 0.41454 -3.72675 0.96186
H -0.62444 -5.11324 1.05861
H 1.26129 -6.08263 0.11458
H 0.40411 -5.66750 -1.37699
H 1.70920 -4.64391 -0.78316
C -1.01334 4.16217 -5.46790
C -0.73818 5.04652 -4.25220
C -0.73309 4.02261 -3.12450
O -0.25058 2.80498 -3.69406
C -0.22288 2.90767 -5.11911
H -0.70112 4.60489 -6.41216
H -2.07925 3.93355 -5.53322
H 0.24372 5.51523 -4.34293
H -1.47769 5.83138 -4.10271
H -1.74416 3.85588 -2.73539
H -0.08542 4.30529 -2.29278
H 0.81845 2.99053 -5.44834
H -0.64767 1.99821 -5.54573
C 2.65378 3.43964 7.19402
C 4.08367 3.01043 6.86622
C 3.86301 1.61623 6.29189
O 2.58325 1.64478 5.65783
C 1.88289 2.83501 6.02925
H 2.52365 4.51813 7.26738
H 2.33216 2.99180 8.13662
H 4.50893 3.67011 6.10707
H 4.74964 3.00840 7.72765
H 3.85014 0.85971 7.08407
H 4.61542 1.33142 5.55585
H 1.86607 3.51475 5.17132
H 0.85589 2.57529 6.28775
*
```


Here is a 7-piece molecular cluster, C32H82BN8O4 overall at a distorted geometry from the OMol25 dataset. Energies are from ωB97M-V/def2-TZVPD.

Results
- LUMO (Ha) = -0.2910
- calculated total energy (eV) = -55248.0446
- HOMO energy (eV) = -14.197
- F_max (eV/A) = 4.58
- orbital gap (eV) = 6.3
- energy relative to the best compared isomer or geometry (same formula, charge and spin) (eV) = 0.192

```
! RIJCOSX wB97M-V def2-TZVPD def2/J DEFGRID3
* xyz 5 1
B -1.01172 -0.47020 0.21394
H -0.84087 0.08888 1.12084
H -1.18043 -1.49785 0.49628
H -1.90457 -0.18306 -0.31956
H -0.17641 -0.36582 -0.46104
C -0.68804 1.10702 -7.25073
C -0.08142 2.21547 -8.06556
N 1.40394 2.18062 -7.84327
C 2.17602 2.86559 -6.83352
C 3.44997 2.44638 -6.93591
N 3.45884 1.36843 -7.84964
C 2.23547 1.20310 -8.36422
C 4.62387 0.53949 -8.02680
H -1.75258 0.99176 -7.45464
H -0.72724 1.27217 -6.17402
H -0.21960 0.12612 -7.33130
H -0.49519 3.21136 -7.90716
H -0.33817 2.04550 -9.11116
H 1.74172 3.50574 -6.07987
H 4.27390 2.73922 -6.30205
H 1.96493 0.38337 -9.01325
H 4.49855 -0.47669 -8.40067
H 5.11656 0.35494 -7.07218
H 5.23851 1.15214 -8.68633
C 4.92553 2.48719 3.32264
C 5.70283 3.55547 4.08937
N 5.24106 4.90429 3.96901
C 5.49320 5.70707 2.86545
C 5.14417 7.01472 3.15060
N 4.64880 7.00946 4.45808
C 4.74599 5.67920 4.96814
C 4.24122 8.16992 5.22937
H 4.98252 2.76313 2.26969
H 3.84150 2.59676 3.35388
H 5.34639 1.49297 3.47270
H 6.76675 3.51597 3.85565
H 5.60007 3.31537 5.14762
H 6.08166 5.34393 2.03585
H 5.13878 7.90120 2.53372
H 4.72916 5.36661 6.00177
H 4.40941 9.12928 4.74004
H 4.55025 7.99863 6.26051
H 3.15244 8.14529 5.27455
C -1.09514 -2.21331 8.16621
N -2.42690 -2.56100 7.32584
C -3.61891 -2.18817 8.20843
C -2.43604 -1.67329 6.05096
C -2.35502 -4.09282 7.08543
C -1.65409 -4.52040 5.74536
O -0.31553 -4.07354 5.59228
H -0.40764 -2.27362 7.32252
H -0.98469 -2.78865 9.08538
H -1.23362 -1.13940 8.29126
H -3.57332 -2.91261 9.02157
H -4.52803 -2.43795 7.66144
H -3.44972 -1.12782 8.39587
H -2.43452 -0.60781 6.28083
H -3.39707 -1.86002 5.57174
H -1.60968 -2.00369 5.42162
H -3.36566 -4.49247 7.00189
H -1.96644 -4.50295 8.01757
H -2.19259 -4.10561 4.89326
H -1.75223 -5.60597 5.74482
H 0.01483 -4.55037 4.82736
C -4.48488 -4.85680 -2.96247
N -6.04871 -4.82428 -2.65073
C -6.20175 -5.91587 -1.60210
C -6.44850 -3.42833 -2.09580
C -6.95624 -5.25707 -3.83699
C -7.07496 -4.14699 -4.97572
O -5.95280 -4.05808 -5.77810
H -4.00289 -5.10011 -2.01559
H -4.20721 -3.89756 -3.39933
H -4.33416 -5.65167 -3.69292
H -7.26281 -5.98686 -1.36290
H -5.56669 -5.58280 -0.78121
H -5.86303 -6.78321 -2.16874
H -6.04359 -3.27047 -1.09618
H -7.52212 -3.57846 -1.98222
H -6.23424 -2.74664 -2.91890
H -7.94121 -5.43630 -3.40594
H -6.39613 -6.16594 -4.05684
H -7.49804 -3.18752 -4.67818
H -7.91169 -4.46518 -5.59760
H -6.05693 -3.34536 -6.41276
C 5.08763 -7.10220 -3.16682
N 6.09785 -6.28952 -2.44607
C 6.04909 -6.77696 -0.95870
C 7.53882 -6.64746 -2.80392
C 5.92763 -4.74720 -2.59290
C 4.51809 -4.08838 -2.41241
O 3.92166 -4.45699 -1.17860
H 4.92667 -6.73009 -4.17861
H 4.12010 -7.06705 -2.66606
H 5.43124 -8.13113 -3.06033
H 6.83601 -6.27888 -0.39233
H 6.22562 -7.85254 -0.96751
H 5.04784 -6.54454 -0.59597
H 8.16638 -5.92119 -2.28740
H 7.68656 -6.50428 -3.87433
H 7.74054 -7.71298 -2.69408
H 6.37620 -4.47806 -3.54917
H 6.65779 -4.23011 -1.97033
H 3.77813 -4.44333 -3.12974
H 4.71780 -3.02061 -2.50232
H 3.33663 -3.76462 -0.86244
C -4.74734 6.86904 0.98236
N -3.78117 7.67987 1.85375
C -3.24220 8.93515 1.27763
C -4.69199 7.98639 3.06417
C -2.59848 6.93119 2.49294
C -1.56291 6.29696 1.45656
O -2.15409 5.68446 0.33200
H -5.70514 7.38792 0.94384
H -4.67082 5.84457 1.34664
H -4.47165 6.70495 -0.05936
H -2.45823 8.86102 0.52398
H -2.78414 9.60955 2.00114
H -4.13339 9.37085 0.82591
H -4.83794 7.06742 3.63188
H -5.65759 8.47347 2.92828
H -4.09158 8.76179 3.53993
H -3.09930 6.13377 3.04193
H -2.01366 7.55732 3.16677
H -1.12222 5.50232 2.05861
H -0.86693 6.91818 0.89283
H -2.21455 4.72886 0.40103
*
```


Here is a 2-piece molecular cluster, C27H36N2O3 overall at a distorted geometry from the OMol25 dataset. Energies are from ωB97M-V/def2-TZVPD.

Results
- LUMO (Ha) = -0.1023
- calculated total energy (eV) = -37701.5111
- HOMO energy (eV) = -5.607
- F_max (eV/A) = 2.49
- orbital gap (eV) = 2.8
- energy relative to the best compared isomer or geometry (same formula, charge and spin) (eV) = 6.564

```
! RIJCOSX wB97M-V def2-TZVPD def2/J DEFGRID3
* xyz 0 1
C -2.10214 2.78826 2.23767
C -0.82305 2.01077 2.35037
O 0.19482 2.57560 1.50636
C 1.32758 1.83291 1.63127
C 2.44374 2.31861 0.79713
C 3.62781 1.49528 0.81319
O 3.61047 0.30472 1.12207
C 4.94277 2.12916 0.31779
C 4.99129 2.10740 -1.20384
C 3.76555 2.76006 -1.84070
C 3.28532 3.97278 -1.03286
C 2.30691 3.61294 0.10690
O 1.36450 0.87644 2.39827
H -2.81738 2.31660 2.91557
H -1.97595 3.82851 2.54871
H -2.51800 2.74068 1.22741
H -0.46743 2.00555 3.38928
H -0.99773 0.97090 2.04904
H 5.04392 3.15388 0.69036
H 5.77989 1.53594 0.69631
H 5.89514 2.62991 -1.54155
H 5.08273 1.07042 -1.54696
H 4.01223 3.07897 -2.86121
H 2.96016 2.02102 -1.92868
H 4.14128 4.51481 -0.61125
H 2.76568 4.66565 -1.70848
H 1.28793 3.65673 -0.31310
H 2.34496 4.43723 0.84481
C -2.88322 -0.90041 5.58883
N -2.34990 -2.07594 4.92791
C -2.99037 -3.30977 5.34008
C -1.77751 -1.96637 3.65118
C -0.36881 -1.94330 3.50693
C 0.19386 -1.84774 2.26146
C -0.59010 -1.77547 1.06677
C 0.12143 -1.71018 -0.15541
C -0.32076 -1.74176 -1.50063
C 0.69132 -1.64553 -2.50943
C 0.39030 -1.57931 -3.84859
C -0.96053 -1.62981 -4.27986
N -1.26276 -1.55614 -5.64615
C -1.79155 -2.71423 -6.34102
C -1.64516 -0.29470 -6.25124
C -1.97618 -1.77810 -3.31074
C -1.66534 -1.86662 -1.96513
C -2.00510 -1.73959 1.24272
C -2.57854 -1.84527 2.49624
H -2.28176 -0.02330 5.31984
H -3.93606 -0.71248 5.31462
H -2.83654 -1.05547 6.67456
H -2.45167 -4.16324 4.91258
H -2.96184 -3.36934 6.43566
H -4.04511 -3.35503 5.01925
H 0.24574 -1.99722 4.40812
H 1.27518 -1.80936 2.15812
H 1.20399 -1.65701 -0.03129
H 1.73077 -1.62326 -2.18311
H 1.16849 -1.49441 -4.60987
H -1.34423 -3.62452 -5.92527
H -2.88911 -2.78303 -6.25622
H -1.53259 -2.63260 -7.40455
H -1.11580 0.52676 -5.75571
H -1.37688 -0.31766 -7.31534
H -2.73208 -0.11520 -6.17836
H -3.01608 -1.81653 -3.64917
H -2.47987 -2.04473 -1.27429
H -2.66281 -1.59771 0.39386
H -3.66581 -1.82614 2.61878
*
```